{"formula": "C22H54F7N8O16S4", "method": "wB97M-V/def2-TZVPD", "symbols": ["C", "C", "O", "N", "H", "H", "C", "H", "H", "H", "H", "H", "H", "C", "C", "O", "N", "H", "H", "C", "H", "H", "H", "H", "H", "H", "C", "C", "O", "N", "H", "H", "C", "H", "H", "H", "H", "H", "H", "C", "C", "O", "N", "H", "H", "C", "H", "H", "H", "H", "H", "H", "C", "C", "O", "N", "H", "H", "C", "H", "H", "H", "H", "H", "H", "C", "C", "O", "N", "H", "H", "C", "H", "H", "H", "H", "H", "H", "C", "O", "O", "C", "F", "F", "F", "C", "C", "H", "H", "H", "H", "H", "H", "N", "S", "O", "O", "F", "S", "O", "O", "F", "N", "S", "O", "O", "F", "S", "O", "O", "F"], "coordinates": [[3.702, 2.745, 8.246], [3.839, 1.523, 7.447], [2.939, 1.056, 6.843], [5.258, 0.922, 7.358], [5.649, 1.501, 6.562], [5.802, 1.155, 8.157], [5.318, -0.495, 7.141], [4.495, 3.492, 8.110], [3.801, 2.647, 9.329], [2.754, 3.250, 8.095], [5.954, -0.866, 7.938], [5.836, -0.711, 6.226], [4.303, -0.936, 7.109], [-3.788, -1.384, -1.743], [-2.732, -1.214, -2.742], [-2.810, -0.758, -3.841], [-1.275, -1.234, -2.174], [-1.128, -0.348, -1.616], [-1.261, -2.092, -1.506], [-0.200, -1.112, -3.151], [-4.236, -2.385, -1.706], [-4.611, -0.675, -1.895], [-3.318, -1.121, -0.757], [0.638, -1.106, -2.491], [-0.325, -0.152, -3.655], [-0.139, -1.952, -3.716], [-6.494, 2.772, -6.996], [-7.416, 1.540, -6.683], [-8.187, 1.131, -7.542], [-7.340, 1.139, -5.375], [2.456, 12.100, 4.729], [-6.884, 1.644, -4.650], [-8.155, -0.024, -4.916], [-5.552, 2.981, -6.461], [-6.974, 3.742, -7.065], [-6.260, 2.679, -8.085], [-7.573, -0.868, -4.571], [-8.744, -0.398, -5.747], [-8.781, 0.271, -4.015], [5.171, 5.508, 0.370], [6.125, 6.089, 1.361], [6.303, 7.241, 1.662], [7.062, 5.047, 1.947], [6.387, 4.436, 2.460], [7.436, 4.360, 1.261], [8.259, 5.491, 2.836], [4.258, 6.030, 0.533], [4.923, 4.428, 0.485], [5.550, 5.649, -0.651], [7.931, 6.048, 3.724], [8.893, 6.068, 2.160], [8.758, 4.645, 3.187], [-3.413, -8.572, -5.617], [-2.295, -9.307, -4.930], [-1.978, -10.472, -4.967], [-1.478, -8.401, -4.038], [-0.742, -8.004, -4.643], [-1.977, -7.643, -3.619], [-0.710, -9.189, -3.029], [-3.164, -7.557, -5.958], [-4.206, -8.404, -4.862], [-3.853, -9.190, -6.354], [-0.418, -8.465, -2.202], [0.192, -9.622, -3.395], [-1.370, -9.995, -2.595], [-5.339, 3.976, 0.700], [-3.879, 3.872, 0.716], [-3.242, 2.834, 0.876], [-3.202, 5.030, 0.610], [-2.208, 1.368, 0.572], [-3.728, 5.901, 0.465], [-1.774, 5.229, 0.953], [-5.815, 4.187, 1.705], [-5.756, 3.033, 0.382], [-5.744, 4.743, 0.078], [-1.342, 5.417, 0.005], [-1.305, 4.386, 1.456], [-1.680, 6.141, 1.547], [-1.748, -0.039, 1.762], [-0.854, -0.980, 1.798], [-1.884, 0.465, 0.486], [-3.106, -0.690, 2.302], [-3.633, -1.495, 1.411], [-2.849, -1.413, 3.342], [-4.024, 0.256, 2.645], [0.541, -0.703, 1.736], [1.219, -2.030, 1.995], [0.947, -2.833, 1.323], [2.293, -1.856, 1.813], [1.078, -2.300, 3.054], [0.844, 0.101, 2.465], [0.781, -0.234, 0.752], [-1.545, 0.717, 2.566], [-0.850, -4.144, -3.522], [-0.659, -4.819, -4.924], [-0.734, -3.802, -5.862], [-1.372, -6.040, -4.986], [0.912, -5.361, -5.023], [-0.600, -4.838, -2.124], [-1.176, -6.138, -1.922], [-0.853, -3.870, -1.173], [0.886, -5.187, -2.156], [5.210, 1.248, 3.514], [5.626, 2.662, 4.074], [5.226, 2.751, 5.450], [5.220, 3.766, 3.263], [7.251, 2.670, 4.120], [5.581, 0.970, 1.930], [6.398, 2.042, 1.360], [4.363, 0.634, 1.201], [6.318, -0.307, 1.946]], "de_lowest_ev": 6.541, "total_energy_ha": -4803.1719, "total_charge": 3, "multiplicity": 1, "e_lumo_ev": -13.5151, "homo_ev": -14.3, "gap_ev": 0.8}